No. 1
{"formula": "C42H47HgN8O2S3", "method": "ωB97M-V with the def2-TZVPD basis set", "elements": ["Hg", "C", "C", "N", "N", "C", "N", "S", "C", "C", "C", "C", "C", "N", "H", "H", "H", "H", "H", "H", "H", "H", "H", "H", "C", "C", "C", "C", "C", "C", "C", "C", "C", "S", "C", "N", "H", "H", "H", "H", "H", "H", "H", "H", "C", "C", "C", "C", "C", "C", "C", "S", "O", "O", "N", "C", "C", "C", "C", "C", "N", "H", "H", "H", "H", "H", "H", "H", "H", "H", "H", "H", "C", "C", "C", "C", "C", "C", "C", "C", "N", "C", "C", "C", "C", "H", "H", "H", "H", "H", "H", "H", "H", "H", "H", "H", "H", "H", "H", "H", "H", "H", "H"], "positions_angstrom": [[-0.0477, 0.6186, 0.8593], [4.1902, -2.1220, 0.4949], [3.8061, -0.6673, 0.6157], [2.9281, -0.2153, 1.5186], [2.7719, -1.0141, 2.6038], [1.9496, -0.8210, 3.6391], [2.2876, -1.5589, 4.7751], [0.6466, 0.2239, 3.7328], [4.4022, 0.2760, -0.2790], [5.3545, -0.1030, -1.2568], [5.9485, 0.8570, -2.0361], [5.6188, 2.2003, -1.8448], [4.6801, 2.4896, -0.8693], [4.0966, 1.5848, -0.1049], [3.4428, -2.7752, 0.9508], [5.1696, -2.3357, 0.9402], [4.2232, -2.3719, -0.5652], [3.4009, -1.8070, 2.6849], [2.7304, -2.4482, 4.5819], [1.4878, -1.6511, 5.3834], [5.6070, -1.1397, -1.4148], [6.6606, 0.5755, -2.8015], [6.0543, 2.9833, -2.4511], [4.3665, 3.5151, -0.6791], [2.7768, 3.3925, 3.0854], [1.4621, 4.0642, 3.2800], [1.4047, 5.2487, 4.0481], [0.2183, 5.8873, 4.2133], [-0.9504, 5.3447, 3.6446], [-2.1901, 5.9984, 3.7688], [-3.3058, 5.4325, 3.2201], [-3.2245, 4.2020, 2.5712], [-2.0313, 3.4995, 2.4180], [-2.1991, 1.9610, 1.6219], [-0.8243, 4.1040, 2.9380], [0.3826, 3.5224, 2.7508], [3.6057, 4.0782, 3.2746], [2.8449, 2.9831, 2.0781], [2.8508, 2.5500, 3.7753], [2.3117, 5.6370, 4.4944], [0.1508, 6.8094, 4.7819], [-2.2404, 6.9445, 4.2973], [-4.2669, 5.9304, 3.2948], [-4.1180, 3.7480, 2.1628], [-4.2031, -2.3666, -5.6646], [-2.8789, -1.8406, -5.1765], [-2.7042, -0.4932, -4.8870], [-1.4911, -0.0224, -4.4063], [-0.4441, -0.9025, -4.1964], [-0.5998, -2.2442, -4.5047], [-1.8060, -2.7095, -5.0000], [1.1213, -0.3596, -3.4657], [1.8074, 0.3369, -4.5450], [1.7588, -1.5844, -3.0393], [0.7167, 0.4972, -2.1963], [0.4422, 1.8213, -2.1906], [0.4676, 2.6878, -3.3218], [0.1399, 4.0111, -3.1789], [-0.2369, 4.5045, -1.9285], [-0.2517, 3.6118, -0.8780], [0.0686, 2.3296, -0.9904], [-4.9288, -1.5614, -5.7740], [-4.6033, -3.0989, -4.9608], [-4.0831, -2.8610, -6.6308], [-3.5374, 0.1898, -5.0084], [-1.3683, 1.0266, -4.1732], [0.2345, -2.9082, -4.3250], [-1.9339, -3.7629, -5.2239], [0.7678, 2.2798, -4.2727], [0.1649, 4.6732, -4.0381], [-0.5182, 5.5384, -1.7821], [-0.5386, 3.9412, 0.1131], [-3.0753, -6.0317, 1.6916], [-2.0016, -4.9694, 1.6693], [-0.7738, -5.2038, 2.2707], [0.1986, -4.1972, 2.2359], [1.5191, -4.4703, 2.9141], [-0.0591, -2.9955, 1.6155], [-1.2964, -2.7036, 0.9672], [-2.2547, -3.7617, 1.0430], [-1.4582, -1.5267, 0.3463], [-2.5819, -1.3391, -0.5639], [-2.5590, -2.4022, -1.6884], [-2.4214, 0.0002, -1.2865], [-3.9542, -1.3178, 0.1705], [-2.7697, -6.8887, 2.2943], [-3.2900, -6.3871, 0.6805], [-4.0035, -5.6374, 2.1111], [-0.5669, -6.1482, 2.7653], [1.7034, -5.5439, 2.9858], [1.5080, -4.0709, 3.9306], [2.3478, -4.0185, 2.3650], [0.6985, -2.2225, 1.5660], [-3.2393, -3.6415, 0.6157], [-2.6940, -3.4154, -1.3186], [-1.5947, -2.3533, -2.1949], [-3.3442, -2.1917, -2.4206], [-1.4444, 0.0417, -1.7644], [-3.2003, 0.1071, -2.0465], [-2.5091, 0.8254, -0.5795], [-3.8665, -1.7286, 1.1739], [-4.7116, -1.8831, -0.3809], [-4.3018, -0.2895, 0.2798]], "atomic_forces_ev_per_a": [[-0.540, -0.417, 0.177], [-0.096, 0.233, 0.010], [-0.010, -0.104, -0.175], [-0.593, 0.684, 0.000], [-0.083, -0.448, 0.487], [0.362, 0.030, -0.234], [0.015, -0.190, -0.035], [-0.016, 0.303, -0.797], [-0.093, -0.137, 0.387], [0.059, -0.039, -0.240], [-0.044, 0.040, 0.063], [0.150, 0.154, -0.243], [-0.199, -0.125, 0.156], [-0.217, 0.384, 0.080], [0.016, 0.012, -0.086], [0.034, -0.121, -0.052], [0.039, -0.207, 0.049], [0.032, 0.114, 0.091], [-0.011, -0.028, 0.062], [-0.024, -0.086, -0.010], [-0.003, -0.072, 0.004], [0.044, -0.054, -0.025], [0.006, 0.028, 0.002], [0.080, 0.023, -0.090], [0.059, -0.252, -0.211], [-0.519, -0.075, -0.121], [0.050, 0.159, 0.156], [0.038, 0.009, 0.016], [0.036, -0.359, -0.199], [-0.135, 0.193, 0.093], [-0.072, 0.154, 0.109], [0.242, -0.165, -0.073], [-0.115, 0.021, -0.044], [0.424, -0.204, 0.123], [-0.449, 0.531, 0.192], [0.338, -0.046, 0.005], [-0.030, -0.036, -0.044], [0.123, -0.125, -0.026], [0.044, -0.092, -0.018], [0.041, 0.010, -0.035], [-0.011, 0.013, -0.013], [0.030, -0.001, 0.004], [0.009, -0.004, 0.016], [-0.021, 0.017, -0.003], [0.124, 0.008, 0.032], [-0.032, -0.020, -0.145], [0.057, -0.069, -0.028], [0.041, 0.050, -0.066], [0.241, 0.071, 0.200], [0.120, -0.090, -0.123], [-0.009, 0.159, -0.057], [0.017, -0.322, -0.273], [-0.175, 0.294, 0.236], [-0.135, 0.187, 0.197], [0.341, -0.196, -0.113], [-0.083, 0.223, -0.299], [0.065, -0.065, 0.106], [-0.087, -0.002, 0.124], [0.007, -0.001, -0.062], [-0.072, 0.280, 0.176], [0.467, -0.779, -0.071], [-0.033, -0.010, -0.011], [-0.057, -0.009, -0.008], [-0.079, -0.020, -0.016], [0.004, 0.032, -0.018], [-0.051, 0.030, 0.069], [-0.026, -0.054, 0.049], [0.029, -0.028, 0.018], [0.072, 0.011, -0.056], [0.017, -0.046, -0.030], [0.022, -0.013, 0.054], [-0.026, -0.097, 0.082], [0.049, 0.066, -0.016], [0.129, -0.033, 0.131], [-0.042, -0.056, 0.024], [-0.012, -0.031, 0.000], [-0.045, 0.095, -0.073], [0.040, 0.017, 0.040], [0.048, -0.096, 0.069], [-0.220, 0.051, -0.051], [0.610, 0.772, 0.100], [-0.269, -0.115, -0.238], [0.013, 0.092, 0.161], [0.028, -0.113, 0.279], [0.126, 0.097, 0.004], [0.017, -0.008, 0.000], [-0.045, -0.016, 0.004], [-0.038, -0.011, -0.027], [-0.003, -0.014, -0.024], [0.019, 0.002, -0.025], [0.056, -0.008, 0.040], [0.017, 0.012, 0.066], [0.128, 0.017, 0.029], [0.032, 0.045, -0.038], [0.001, -0.052, -0.041], [-0.073, -0.007, 0.098], [-0.001, -0.002, 0.024], [-0.113, -0.013, 0.029], [-0.025, 0.048, 0.032], [-0.037, 0.032, -0.101], [-0.046, -0.043, 0.007], [-0.055, -0.008, 0.019], [-0.039, 0.030, 0.002]], "mulliken_charge": [1.410, -1.515, 0.735, -0.302, -0.191, 0.314, -0.658, -0.366, 0.456, -0.921, -0.372, -0.935, 0.078, -0.083, 0.150, 0.242, 0.470, 0.387, 0.215, 0.297, 0.233, 0.376, 0.351, 0.354, -1.056, 0.466, -0.666, -1.013, 1.165, -0.768, -0.591, -0.677, 1.069, -0.386, -1.199, 0.378, 0.451, 0.127, 0.123, 0.420, 0.334, 0.289, 0.330, 0.436, -1.619, 1.069, -0.905, -0.223, 0.012, -0.540, -0.417, 1.333, -0.810, -0.773, 0.044, 0.419, -0.975, -0.519, -0.891, -0.322, 0.494, 0.341, 0.311, 0.408, 0.253, 0.286, 0.463, 0.330, 0.628, 0.379, 0.441, -0.072, -1.602, 0.184, -0.991, 1.272, -1.346, 0.119, -1.018, -0.417, 0.490, 2.556, -1.773, -1.885, -2.256, 0.365, 0.298, 0.336, 0.190, 0.426, 0.132, 0.135, 0.254, 0.638, 0.519, 0.169, 0.457, -0.349, 0.441, 0.234, 0.454, 0.403, 0.464], "s_squared": 0.77, "gap_ev": [4.25, 5.65], "spin_multiplicity": 2, "charge": -2, "homo_ev": [0.0, -1.4], "e_lumo_ev": [4.25, 4.25]}

***

No. 2
{"formula": "C42H47N2O2PPtS", "method": "ωB97M-V with the def2-TZVPD basis set", "elements": ["Pt", "N", "C", "O", "C", "C", "C", "C", "N", "C", "H", "H", "H", "H", "H", "H", "C", "S", "O", "C", "C", "C", "C", "C", "C", "H", "H", "H", "H", "H", "H", "H", "H", "C", "C", "C", "C", "C", "C", "C", "C", "C", "C", "C", "C", "C", "C", "C", "H", "H", "H", "H", "H", "H", "H", "H", "H", "H", "C", "C", "C", "C", "P", "C", "C", "C", "C", "C", "C", "C", "C", "C", "C", "H", "H", "H", "H", "H", "H", "H", "H", "H", "H", "H", "H", "H", "H", "H", "H", "H", "H", "H", "H", "H", "H", "H"], "positions_angstrom": [[0.0063, 1.1486, -0.2827], [4.4211, 1.5284, 3.7202], [4.2820, 0.1761, 3.7280], [4.9637, -0.5366, 4.4397], [3.2261, -0.3929, 2.8285], [2.9828, -1.7613, 2.9099], [2.0131, -2.3258, 2.1017], [1.2939, -1.4960, 1.2559], [1.5277, -0.1911, 1.1675], [2.4833, 0.3439, 1.9165], [5.1554, 1.9253, 4.2800], [3.9243, 2.1203, 3.0808], [3.5703, -2.3467, 3.6042], [1.8097, -3.3873, 2.1250], [0.5032, -1.8807, 0.6254], [2.6541, 1.4017, 1.7418], [0.4704, 5.3885, 0.8578], [0.5198, 3.5866, 0.4904], [1.9706, 3.2679, 0.3443], [0.0635, 3.1106, 2.1705], [-1.2531, 2.7683, 2.4438], [-1.5996, 2.3956, 3.7338], [-0.6333, 2.3582, 4.7299], [0.6805, 2.7088, 4.4481], [1.0276, 3.0991, 3.1639], [1.2508, 5.6195, 1.5819], [-0.5136, 5.6257, 1.2593], [0.6439, 5.9277, -0.0724], [-1.9915, 2.7900, 1.6522], [-2.6225, 2.1211, 3.9567], [-0.9054, 2.0577, 5.7337], [1.4335, 2.6829, 5.2252], [2.0408, 3.3982, 2.9195], [-1.4164, 0.0200, 0.5431], [-1.9452, -0.9855, 1.0167], [-2.5227, -2.1286, 1.5620], [-2.5100, -2.3476, 2.9889], [-2.8022, -3.6008, 3.5621], [-2.7327, -3.7877, 4.9302], [-2.3768, -2.7398, 5.7708], [-2.0667, -1.5006, 5.2210], [-2.1238, -1.3064, 3.8560], [-3.0947, -3.1199, 0.6315], [-2.3732, -3.5717, -0.4744], [-2.9112, -4.5077, -1.3431], [-4.1892, -5.0041, -1.1296], [-4.9286, -4.5454, -0.0476], [-4.3865, -3.6198, 0.8280], [-3.0635, -4.4328, 2.9228], [-2.9513, -4.7612, 5.3514], [-2.3344, -2.8897, 6.8419], [-1.7754, -0.6800, 5.8662], [-1.8710, -0.3500, 3.4173], [-1.3712, -3.1959, -0.6402], [-2.3267, -4.8604, -2.1841], [-4.6141, -5.7364, -1.8040], [-5.9351, -4.9111, 0.1142], [-4.9683, -3.2582, 1.6668], [2.0906, 3.0933, -3.1511], [0.9696, 2.3502, -3.8938], [-0.1431, 3.3534, -4.2118], [1.5460, 1.7799, -5.1902], [0.3085, 1.0428, -2.6829], [1.7497, -0.1112, -2.7070], [2.8066, 0.2266, -1.8529], [3.9481, -0.5551, -1.7797], [4.0547, -1.7035, -2.5501], [3.0267, -2.0399, -3.4151], [1.8927, -1.2442, -3.5046], [-1.1714, 0.1619, -3.4533], [-1.1572, -0.0196, -4.9706], [-2.3968, 0.9983, -3.0497], [-1.2982, -1.2047, -2.7732], [2.3133, 4.0307, -3.6672], [3.0039, 2.4995, -3.1235], [1.8133, 3.3327, -2.1233], [0.2751, 4.1879, -4.7802], [-0.5859, 3.7511, -3.2952], [-0.9325, 2.9055, -4.8150], [2.0979, 2.5733, -5.7019], [0.7721, 1.4285, -5.8695], [2.2403, 0.9610, -4.9996], [2.7396, 1.1251, -1.2503], [4.7506, -0.2753, -1.1077], [4.9341, -2.3305, -2.4773], [3.1096, -2.9257, -4.0326], [1.1163, -1.5217, -4.2050], [-1.2655, 0.9301, -5.4944], [-2.0080, -0.6461, -5.2504], [-0.2500, -0.5100, -5.3235], [-2.3510, 2.0109, -3.4519], [-2.4682, 1.0516, -1.9622], [-3.3038, 0.5245, -3.4344], [-0.5567, -1.9165, -3.1366], [-2.2909, -1.6191, -2.9668], [-1.1888, -1.1069, -1.6943]], "atomic_forces_ev_per_a": [[0.215, -0.746, -0.812], [-0.011, 0.051, -0.004], [0.057, 0.106, 0.005], [-0.069, 0.025, -0.037], [-0.018, -0.276, -0.045], [-0.001, 0.060, -0.014], [0.067, 0.064, 0.031], [0.009, -0.144, -0.017], [-0.285, 0.379, -0.174], [0.194, 0.135, 0.073], [0.020, -0.025, -0.014], [0.022, -0.018, 0.002], [-0.015, -0.018, 0.006], [-0.037, 0.013, 0.015], [-0.034, 0.025, 0.017], [-0.071, -0.046, 0.014], [0.001, -0.287, -0.233], [-0.315, 0.973, 0.989], [0.434, -0.112, -0.146], [-0.166, 0.114, -0.091], [0.042, 0.082, -0.038], [-0.011, 0.033, 0.009], [-0.014, -0.027, 0.043], [0.008, 0.018, -0.023], [0.094, 0.031, -0.037], [0.006, -0.086, 0.031], [-0.010, 0.017, -0.024], [0.008, -0.035, -0.007], [-0.012, -0.105, -0.002], [0.006, -0.008, -0.002], [0.001, -0.011, -0.010], [-0.008, -0.010, 0.007], [-0.026, -0.015, 0.008], [0.243, -0.110, -0.205], [-0.237, 0.102, 0.055], [0.059, 0.130, -0.240], [0.072, -0.048, 0.287], [0.006, 0.107, -0.090], [-0.011, 0.028, 0.091], [0.005, -0.019, 0.032], [0.003, 0.031, 0.025], [-0.061, -0.082, -0.115], [-0.150, -0.136, 0.024], [0.040, 0.017, 0.043], [-0.013, -0.053, -0.001], [-0.051, 0.033, -0.034], [-0.037, -0.045, 0.017], [0.088, 0.038, -0.031], [-0.004, -0.011, -0.007], [-0.015, -0.006, -0.026], [0.014, -0.003, -0.005], [0.006, -0.009, 0.001], [0.025, 0.036, 0.036], [-0.003, 0.036, 0.008], [0.002, 0.018, -0.002], [0.020, 0.004, -0.012], [0.010, -0.005, 0.003], [-0.002, -0.018, 0.012], [-0.044, -0.031, 0.047], [-0.180, 0.193, 0.273], [0.001, -0.062, 0.062], [-0.051, -0.020, -0.014], [0.224, -0.441, 0.035], [0.055, 0.097, 0.041], [-0.021, -0.039, -0.087], [0.013, 0.001, 0.046], [0.007, -0.017, 0.017], [0.023, -0.069, -0.074], [-0.098, 0.018, -0.013], [0.017, 0.110, 0.160], [0.047, 0.029, 0.021], [0.017, -0.042, 0.019], [0.072, -0.033, 0.027], [0.001, -0.036, -0.079], [0.013, 0.034, 0.017], [0.042, 0.027, 0.005], [0.007, 0.010, 0.007], [-0.023, 0.032, -0.020], [-0.012, 0.054, 0.026], [0.002, 0.013, 0.002], [0.054, 0.010, 0.004], [0.027, 0.042, -0.023], [-0.050, -0.055, 0.129], [-0.018, 0.016, -0.007], [0.001, 0.007, -0.014], [-0.022, 0.006, 0.000], [0.091, -0.005, 0.037], [0.012, -0.048, -0.030], [-0.014, -0.003, 0.009], [-0.072, 0.022, -0.060], [-0.040, -0.006, 0.048], [-0.051, 0.039, -0.024], [0.020, -0.042, -0.022], [-0.090, -0.007, 0.043], [-0.018, 0.037, -0.039], [-0.035, -0.037, 0.045]], "mulliken_charge": [1.749, -0.228, 0.281, -0.675, 0.224, -0.537, -1.086, -0.351, 0.445, -0.534, 0.227, 0.210, 0.505, 0.541, 0.537, 0.180, -1.256, 0.633, -0.639, 0.162, -0.228, -0.601, -0.333, -0.893, -0.397, 0.341, 0.408, 0.435, 0.262, 0.400, 0.437, 0.420, 0.641, -1.163, -0.110, 0.302, 0.657, -0.489, -0.790, -0.598, -0.430, 0.122, 0.165, -0.063, -0.704, -0.508, -0.692, -0.376, 0.426, 0.393, 0.394, 0.365, 0.007, 0.381, 0.417, 0.377, 0.372, 0.521, -1.891, 2.384, -1.985, -1.650, -0.053, 1.397, -1.020, -0.722, -0.863, -0.773, -0.286, 2.321, -2.053, -1.707, -1.763, 0.592, 0.282, 0.357, 0.550, 0.292, 0.306, 0.531, 0.312, 0.285, 0.447, 0.486, 0.393, 0.468, 0.142, 0.373, 0.556, 0.273, 0.340, 0.123, 0.527, 0.271, 0.736, -0.231], "s_squared": 2.04, "gap_ev": [6.45, 6.92], "spin_multiplicity": 3, "charge": 0, "homo_ev": [-6.1, -7.3], "e_lumo_ev": [0.35, -0.39]}

***

What maximum force values result from the calculations? In sequence: 0.99 1.42 eV Å⁻¹.
What relative energy (zero: lowest compared OMol25 entry of this formula, charge and spin) values result from the calculations? In sequence: 41.82 28.25 kcal/mol.